Entry 1:
Density functional theory data (the ωB97M-V functional and the def2-TZVPD basis) for a structure of composition C39H34N12NaO4S6.

Geometry (Å):
1 Na 1.1345 0.7618 0.1186
2 N -1.8758 4.5758 0.8153
3 C -1.4013 3.6643 -0.0455
4 N -0.4385 2.9781 0.5231
5 C -0.3622 3.5230 1.7677
6 N -1.2226 4.4962 1.9919
7 C 0.6136 3.0593 2.7648
8 C 0.5303 3.4602 4.0908
9 N 1.3703 3.0074 5.0141
10 C 2.2855 2.1394 4.5989
11 C 2.3838 1.7467 3.2675
12 N 1.5553 2.2181 2.3438
13 H -2.6365 5.2212 0.7008
14 H -1.7690 3.5423 -1.0509
15 H -0.2397 4.1543 4.4037
16 H 2.9637 1.7328 5.3381
17 H 3.1337 1.0288 2.9520
18 C -2.7048 -0.9408 -4.3053
19 C -2.1992 0.1683 -4.9772
20 C -1.3079 1.0187 -4.3440
21 C -0.9298 0.7488 -3.0306
22 C -1.4395 -0.3479 -2.3471
23 C -2.3326 -1.1907 -2.9934
24 N 0.0736 1.5043 -2.3404
25 N 0.3330 2.6018 -2.8460
26 C 1.4376 3.2862 -2.2235
27 C 1.8813 4.4272 -2.8745
28 C 2.9727 5.0915 -2.3355
29 C 3.5572 4.5931 -1.1849
30 C 3.0256 3.4443 -0.6094
31 N 1.9795 2.8075 -1.1168
32 H -3.3772 -1.6209 -4.8158
33 H -2.4723 0.3484 -6.0104
34 H -0.8743 1.8630 -4.8609
35 H -1.1071 -0.5515 -1.3349
36 H -2.7094 -2.0619 -2.4725
37 H 1.3806 4.7624 -3.7719
38 H 3.3619 5.9821 -2.8120
39 H 4.4125 5.0761 -0.7327
40 H 3.4560 3.0139 0.2873
41 O 3.1139 0.1111 -0.6294
42 C 3.3023 -0.8487 -1.3549
43 C 2.4330 -1.9964 -1.5634
44 C 2.9189 -2.9778 -2.4180
45 C 2.2033 -4.1341 -2.6536
46 C 0.9747 -4.3553 -2.0022
47 C 0.4749 -3.4115 -1.1598
48 C 1.1468 -2.1579 -0.9164
49 O 0.5998 -1.2714 -0.2177
50 N 2.7160 -5.1226 -3.5635
51 O 2.0676 -6.1493 -3.7320
52 O 3.7696 -4.8986 -4.1446
53 H 4.2432 -0.8986 -1.9391
54 H 3.8765 -2.8421 -2.9048
55 H 0.4497 -5.2828 -2.1822
56 H -0.4624 -3.5642 -0.6381
57 C 4.3591 -2.7245 5.6451
58 S 4.1301 -0.9371 5.4930
59 C 4.9980 -0.6267 4.0084
60 C 4.6207 -1.0772 2.7732
61 S 3.2394 -1.9569 2.3060
62 S 5.7700 -0.6264 1.5122
63 C 6.9242 0.2360 2.4571
64 S 8.2802 0.9634 1.8340
65 S 6.5130 0.2446 4.1200
66 H 3.7636 -3.0543 6.4967
67 H 5.4058 -2.9701 5.8152
68 H 3.9918 -3.2009 4.7368
69 C -1.9712 -2.0980 4.0422
70 C -0.5927 -2.0514 3.9248
71 C 0.0040 -0.8516 3.5603
72 N -0.6868 0.2618 3.3164
73 C -2.0127 0.2016 3.4245
74 C -2.7004 -0.9467 3.7837
75 H -2.4720 -3.0187 4.3173
76 H 0.0272 -2.9225 4.0897
77 H 1.0812 -0.8085 3.4355
78 H -2.5562 1.1102 3.1880
79 H -3.7810 -0.9364 3.8375
80 C -6.2436 0.1961 -3.9203
81 C -5.7125 -0.3653 -2.6443
82 C -5.8690 -1.6451 -2.2180
83 C -5.2651 -2.0011 -0.9799
84 N -4.6067 -1.1588 -0.2273
85 C -4.4467 0.1325 -0.6393
86 S -3.6338 1.2832 0.2272
87 N -5.0060 0.4759 -1.8566
88 C -5.3524 -3.4185 -0.5039
89 H -6.8324 -0.5487 -4.4501
90 H -5.4152 0.5115 -4.5563
91 H -6.8717 1.0664 -3.7227
92 H -6.4214 -2.3640 -2.8044
93 H -4.8254 1.4239 -2.1553
94 H -6.3809 -3.7804 -0.5449
95 H -4.9695 -3.4910 0.5101
96 H -4.7534 -4.0601 -1.1545

Its total charge is -1. The calculation puts the HOMO energy at -4.000 eV. The multiplicity is 1. The calculation puts the LUMO energy at 1.057 eV. The HOMO-LUMO gap comes out at 5.056 eV.

=====

Entry 2:
Density functional theory data (the ωB97M-V functional and the def2-TZVPD basis) for the molecule C13H11N7O4 in a non-equilibrium geometry.

Geometry (Å):
1 O -1.6952 -3.1398 -1.4007
2 C -1.3725 -2.3138 -0.5761
3 N -2.1893 -1.4265 0.0083
4 C -3.5584 -1.2472 -0.4022
5 C -3.9266 0.2134 -0.3519
6 N -3.0864 1.0058 0.2997
7 C -3.3637 2.2954 0.3862
8 C -4.4961 2.8663 -0.1706
9 C -5.3784 2.0386 -0.8494
10 C -5.0928 0.6872 -0.9435
11 H -5.7525 0.0114 -1.4652
12 H -6.2734 2.4410 -1.3006
13 H -4.6820 3.9244 -0.0779
14 H -2.6392 2.8893 0.9274
15 H -3.6786 -1.6541 -1.4114
16 H -4.2276 -1.8093 0.2643
17 H -1.8221 -0.6940 0.6058
18 C 0.0267 -2.1793 -0.0651
19 N 0.4324 -1.3345 0.8451
20 C 1.7597 -1.5973 0.9341
21 N 2.1390 -2.5483 0.1208
22 O 1.0222 -2.9285 -0.5281
23 C 2.6849 -0.8594 1.8411
24 N 3.5980 -0.0401 1.0851
25 C 4.4982 -0.4439 0.1827
26 C 5.1097 0.7121 -0.2851
27 C 4.4854 1.7670 0.4157
28 N 3.5788 1.2853 1.2304
29 H 4.6782 2.8171 0.3401
30 N 6.1371 0.8084 -1.2488
31 O 6.5602 -0.2273 -1.7217
32 O 6.5289 1.9205 -1.5387
33 H 4.6453 -1.4715 -0.0796
34 H 3.2465 -1.5758 2.4494
35 H 2.1036 -0.1926 2.4803

The calculation puts the HOMO energy at -9.969 eV. The multiplicity is 1. The calculation puts the LUMO energy at -0.205 eV. Its structure (SMILES) is O=C(NCc1ccccn1)c1nc(Cn2cc([N+](=O)[O-])cn2)no1. The HOMO-LUMO gap comes out at 9.764 eV.

=====

Entry 3:
Density functional theory data (the ωB97M-V functional and the def2-TZVPD basis) for a cluster of 11 separate species, C4H31NO12S in total in a non-equilibrium geometry.

Geometry (Å):
1 C 1.4164 0.5030 1.2756
2 N 0.2126 1.2234 1.0210
3 C 0.4496 2.1192 -0.0746
4 O -0.8887 2.6407 -0.2428
5 C 1.5194 -0.8365 0.5384
6 C 1.1438 -1.9647 1.5619
7 S 1.6809 -3.7102 1.0509
8 H 2.3810 1.0710 1.0565
9 H 1.5432 0.4296 2.3163
10 H -0.6357 0.6135 0.7802
11 H 1.1132 3.0276 -0.0455
12 H 0.7589 -0.7763 -0.2420
13 H 2.5548 -0.8376 0.1485
14 H 1.7219 -1.8250 2.5488
15 H -0.0148 -1.9659 1.6393
16 H 0.6875 -3.9883 0.1431
17 H 2.0453 0.4387 -1.9956
18 H 3.4782 0.6714 -2.3467
19 O 2.8953 0.0463 -1.9873
20 H 0.1358 1.1458 -1.8209
21 H -0.8666 0.4363 -4.3400
22 O 0.8709 1.4594 -1.3124
23 H -3.8326 1.7755 -1.6839
24 H -1.5278 1.8890 -0.6212
25 O -2.8897 1.4242 -1.4042
26 H -2.3669 -0.6717 1.7015
27 H -2.9793 0.2347 0.5778
28 O -2.5077 -0.5485 0.7474
29 H -0.3392 2.3441 2.9927
30 H -0.1236 2.2584 4.3775
31 O -0.8954 2.5420 3.8453
32 H -0.2636 4.7842 2.6204
33 H -0.0130 4.6831 1.1354
34 O 0.3090 5.0899 1.8696
35 H 1.7183 -2.6684 -3.9416
36 H 1.6474 -1.1420 -3.6515
37 O 1.2825 -1.8470 -4.0434
38 H 2.4722 -3.9988 -1.8383
39 H 3.3581 -2.8627 -1.9556
40 O 2.9323 -3.5361 -2.5074
41 H -1.8725 0.1293 4.4958
42 H -3.1563 -0.5495 3.6049
43 O -2.3695 -0.6005 4.1561
44 H -2.4800 -2.2590 0.1852
45 H -3.3901 -3.3522 -0.3784
46 O -2.5387 -2.9070 -0.4674
47 H -2.6812 0.9353 -2.2024
48 H -0.7596 -1.0065 -3.8403
49 O -0.9360 -0.0616 -3.4467

The calculation puts the HOMO energy at -9.029 eV. The multiplicity is 1. The calculation puts the LUMO energy at -0.116 eV. Its structure (SMILES) is OC(O)NCCCS.O.O.O.O.O.O.O.O.O.O. The HOMO-LUMO gap comes out at 8.913 eV.

=====

Entry 4:
Density functional theory data (the ωB97M-V functional and the def2-TZVPD basis) for a cluster of 2 separate species, C5H10Cl2NO in total in a non-equilibrium geometry.

Geometry (Å):
1 C 0.7295 0.4137 -0.0573
2 C 2.8443 1.5069 -0.3355
3 C 2.5981 -0.8998 -0.3029
4 C -3.4205 -1.2976 0.8293
5 C -2.5065 -0.3339 0.0409
6 N 1.9875 0.4086 -0.0778
7 O -3.0433 0.7810 -0.3187
8 Cl -0.0442 1.9270 0.0102
9 Cl -5.0516 -0.8820 0.4415
10 H 3.5134 1.7104 0.4503
11 H 2.4278 2.3621 -0.7932
12 H 3.6859 1.0194 -1.0102
13 H 1.8241 -1.6551 0.0689
14 H 3.5279 -1.0329 0.3232
15 H 2.8943 -0.9845 -1.3272
16 H -3.2647 -2.2895 0.4590
17 H -3.2418 -1.1823 1.8948
18 H -1.3957 -0.4137 0.0116
19 H -4.0642 0.8423 -0.3068

Its total charge is +1. The calculation puts the HOMO energy at -12.030 eV. The multiplicity is 1. The calculation puts the LUMO energy at -5.824 eV. The HOMO-LUMO gap comes out at 6.206 eV.

=====

Entry 5:
Density functional theory data (the ωB97M-V functional and the def2-TZVPD basis) for a cluster of 14 separate species, C40H57N13O3 in total in a non-equilibrium geometry.

Geometry (Å):
1 C 4.0624 3.1299 2.5808
2 C 2.6624 2.5976 2.0153
3 O 2.9818 1.7390 0.9072
4 C 1.9640 0.7871 0.6273
5 C 0.6791 1.3024 -0.1518
6 C -0.3464 2.0473 0.7801
7 C -0.4632 3.5150 0.8083
8 C -1.4231 4.1111 1.7290
9 C -2.2666 3.3492 2.6357
10 C -2.1723 1.8966 2.5963
11 C -3.0312 0.9244 3.4600
12 C -1.2166 1.2953 1.6778
13 C 1.6331 -0.3010 1.7297
14 C 2.8869 -1.2753 1.7823
15 O 3.3358 -1.2428 0.4103
16 C 2.7568 -0.2187 -0.3549
17 O 2.8548 -0.0594 -1.5379
18 H 4.1947 4.2055 2.2771
19 H 4.8806 2.4875 2.1680
20 H 4.0562 3.0631 3.6970
21 H 2.0672 3.5009 1.7459
22 H 2.1629 2.0866 2.8716
23 H 0.1473 0.4484 -0.6493
24 H 0.9938 1.9958 -0.9797
25 H 0.1868 4.1202 0.1305
26 H -1.4883 5.2294 1.7530
27 H -2.9788 3.8187 3.3563
28 H -2.3595 0.0657 3.7380
29 H -3.3852 1.3653 4.4209
30 H -3.8560 0.4771 2.8405
31 H -1.1137 0.1837 1.6384
32 H 1.2677 0.1588 2.6879
33 H 0.7740 -0.9270 1.3686
34 H 2.4235 -2.2352 2.1276
35 H 3.5561 -0.7538 2.5189
36 C -5.0107 -2.7190 2.8645
37 C -4.0889 -2.4604 3.9914
38 N -3.3620 -2.2499 4.8660
39 H -5.1584 -1.8042 2.2914
40 H -4.5879 -3.4770 2.2163
41 H -5.9746 -3.0655 3.2362
42 C 0.2447 -0.8344 -4.0642
43 C -0.7010 0.2090 -3.6064
44 N -1.4379 1.0200 -3.2501
45 H 0.5368 -1.4656 -3.2256
46 H -0.2221 -1.4546 -4.8254
47 H 1.1358 -0.3685 -4.4837
48 C -2.4606 -3.7891 -3.8653
49 C -1.1374 -3.8524 -4.5288
50 N -0.1096 -3.9217 -5.0516
51 H -2.4353 -3.0598 -3.0554
52 H -3.2226 -3.4952 -4.5830
53 H -2.7159 -4.7667 -3.4566
54 C 6.3014 -4.0921 -1.6025
55 C 5.3351 -3.0976 -1.0754
56 N 4.5783 -2.3216 -0.6633
57 H 6.6904 -4.7008 -0.7874
58 H 5.8087 -4.7408 -2.3257
59 H 7.1303 -3.5807 -2.0907
60 C -4.8954 6.3778 2.3242
61 C -4.3462 6.2847 3.6959
62 N -3.9171 6.2091 4.7616
63 H -5.6001 7.2064 2.2632
64 H -4.0873 6.5438 1.6125
65 H -5.4101 5.4523 2.0682
66 C 2.8266 6.1360 -0.1575
67 C 2.8536 5.9396 1.3085
68 N 2.8745 5.7794 2.4486
69 H 2.8900 5.1707 -0.6610
70 H 1.8995 6.6297 -0.4479
71 H 3.6702 6.7536 -0.4638
72 C -0.0727 1.9840 6.7591
73 C 0.2435 1.5297 5.3887
74 N 0.4897 1.1793 4.3199
75 H 0.4488 2.9175 6.9685
76 H -1.1462 2.1465 6.8577
77 H 0.2413 1.2323 7.4792
78 C -5.1186 -2.0859 -7.2917
79 C -5.2232 -2.2971 -5.8304
80 N -5.3047 -2.4616 -4.6928
81 H -5.0334 -3.0455 -7.7987
82 H -6.0056 -1.5684 -7.6566
83 H -4.2415 -1.4870 -7.5156
84 C -2.2101 -4.4336 -8.8300
85 C -2.5076 -2.9882 -8.9437
86 N -2.7371 -1.8633 -9.0319
87 H -2.3335 -4.9140 -9.8000
88 H -1.1844 -4.5741 -8.4900
89 H -2.8891 -4.8966 -8.1139
90 C 4.1776 2.3277 8.3288
91 C 3.0534 1.3656 8.3630
92 N 2.1789 0.6172 8.3895
93 H 4.1188 2.9960 9.1872
94 H 5.1249 1.7907 8.3594
95 H 4.1319 2.9178 7.4138
96 C -2.4432 -4.8686 0.1282
97 C -3.8012 -4.2799 0.0588
98 N -4.8620 -3.8333 0.0048
99 H -1.6935 -4.0777 0.1314
100 H -2.3460 -5.4566 1.0405
101 H -2.2723 -5.5157 -0.7316
102 C 4.5208 -7.4631 0.0915
103 C 5.7853 -7.4876 -0.6777
104 N 6.7684 -7.5044 -1.2763
105 H 4.5861 -6.7215 0.8873
106 H 3.6919 -7.2065 -0.5673
107 H 4.3365 -8.4425 0.5315
108 C -0.1472 3.3585 -5.7014
109 C -0.3986 4.8124 -5.8221
110 N -0.5936 5.9432 -5.9158
111 H -0.2967 2.8755 -6.6667
112 H 0.8771 3.1861 -5.3718
113 H -0.8329 2.9221 -4.9750

The calculation puts the HOMO energy at -8.196 eV. The multiplicity is 1. The calculation puts the LUMO energy at -0.106 eV. The HOMO-LUMO gap comes out at 8.090 eV.

=====

Entry 6:
Density functional theory data (the ωB97M-V functional and the def2-TZVPD basis) for the ion C7H14 with charge -1 in a non-equilibrium geometry.

Geometry (Å):
1 C -1.8116 1.8065 0.9479
2 C -1.3841 1.4196 -0.4988
3 C -1.1432 -0.0996 -0.5795
4 C 0.3344 -0.4996 -0.6916
5 C 0.7019 -1.3301 -1.6802
6 C 1.2299 -0.2332 0.4906
7 C 2.1850 -1.4056 0.8883
8 H -2.1964 2.8143 1.0043
9 H -2.5087 0.9980 1.1870
10 H -1.0102 1.5821 1.6483
11 H -0.5505 1.9713 -0.9223
12 H -2.3147 1.5404 -1.0606
13 H -1.7003 -0.6620 -1.3245
14 H -1.3029 -0.5884 0.3936
15 H -0.0185 -1.5031 -2.4640
16 H 1.7480 -1.5752 -1.7964
17 H 1.8892 0.5759 0.1958
18 H 0.6857 0.0520 1.3618
19 H 1.6029 -2.3133 0.9798
20 H 2.6250 -1.0506 1.8104
21 H 2.9392 -1.4993 0.1099

Its total charge is -1. The calculation puts the HOMO energy (alpha / beta) at 1.496 / -5.521 eV. The multiplicity is 2. The calculation puts the LUMO energy (alpha / beta) at 4.076 / 4.297 eV. The HOMO-LUMO gap (alpha / beta) comes out at 2.580 / 9.818 eV.

=====

Entry 7:
Density functional theory data (the ωB97M-V functional and the def2-TZVPD basis) for a cluster of 2 separate species, C4H7N in total in a non-equilibrium geometry.

Geometry (Å):
1 C 1.5371 0.9940 0.3028
2 C -0.2644 -1.0035 0.9930
3 C -0.8431 -0.3008 -0.0031
4 C -0.3835 -0.4323 -1.4221
5 N 1.2840 2.0351 0.7373
6 H 0.6578 -1.5324 0.8781
7 H -0.5906 -1.1811 1.9766
8 H -1.8513 0.0544 0.2904
9 H 0.5069 -0.9917 -1.2855
10 H -0.3412 0.5269 -1.8329
11 H -1.1478 -1.1294 -1.8516
12 H 1.4361 2.9606 1.2173

The calculation puts the HOMO energy at -8.912 eV. The multiplicity is 1. The calculation puts the LUMO energy at 1.208 eV. The HOMO-LUMO gap comes out at 10.121 eV.

=====

Entry 8:
Density functional theory data (the ωB97M-V functional and the def2-TZVPD basis) for the molecule C24H30N4O2.

Geometry (Å):
1 C 0.3563 3.0440 -5.4342
2 H -0.4395 3.5909 -4.9356
3 H 0.9511 3.7515 -6.0063
4 H -0.0946 2.3297 -6.1171
5 C 1.2407 2.3079 -4.4221
6 N 0.4739 1.2392 -3.7939
7 C -0.3736 1.6630 -2.6985
8 H -0.7846 2.6339 -2.9741
9 C -1.5443 0.6979 -2.4504
10 N -1.3128 -0.1369 -1.2938
11 C -2.1645 -0.1817 -0.2513
12 O -3.2864 0.2899 -0.2740
13 C -1.5741 -0.8637 0.9480
14 N -0.2810 -0.9406 0.9446
15 N 0.3880 -1.4335 1.9748
16 C -0.1843 -1.9255 3.1375
17 O 0.5128 -2.3472 4.0423
18 C -1.6458 -1.8796 3.1497
19 C -2.3320 -2.3702 4.2619
20 C -3.7072 -2.3281 4.2956
21 C -4.4148 -1.7939 3.2198
22 C -3.7560 -1.3044 2.1147
23 C -2.3572 -1.3365 2.0614
24 H -4.2992 -0.8817 1.2855
25 H -5.4938 -1.7642 3.2539
26 H -4.2396 -2.7084 5.1545
27 H -1.7539 -2.7767 5.0778
28 C 1.8344 -1.3764 1.8539
29 C 2.3154 -0.0073 1.4523
30 C 3.4283 0.1227 0.6322
31 C 3.8810 1.3747 0.2532
32 C 3.2169 2.5117 0.6798
33 C 2.1109 2.3902 1.5039
34 C 1.6676 1.1394 1.8947
35 H 0.8104 1.0580 2.5473
36 H 1.5919 3.2729 1.8469
37 H 3.5608 3.4886 0.3741
38 H 4.7479 1.4602 -0.3854
39 H 3.9441 -0.7618 0.2869
40 H 2.1642 -2.1186 1.1196
41 H 2.2303 -1.6575 2.8363
42 H -0.3765 -0.4756 -1.1220
43 H -1.7046 0.0836 -3.3419
44 H -2.4652 1.2485 -2.2441
45 H 0.1758 1.7908 -1.7488
46 C 1.1457 -0.0388 -3.6148
47 C 1.4349 -0.6879 -4.9722
48 H 0.5561 -0.6201 -5.6073
49 H 2.2673 -0.2087 -5.4806
50 H 1.6864 -1.7363 -4.8318
51 C 2.4179 0.0026 -2.7568
52 H 2.7783 -1.0091 -2.5858
53 H 2.2165 0.4609 -1.7909
54 H 3.2052 0.5642 -3.2535
55 H 0.4244 -0.6867 -3.1082
56 H 2.0447 1.8267 -4.9840
57 C 1.8857 3.3130 -3.4556
58 H 2.4517 2.8050 -2.6794
59 H 1.1356 3.9397 -2.9801
60 H 2.5640 3.9588 -4.0086

The calculation puts the HOMO energy at -8.206 eV. The multiplicity is 1. The calculation puts the LUMO energy at -0.028 eV. Its structure (SMILES) is CC(C)N(CCNC(=O)c1nn(Cc2ccccc2)c(=O)c2ccccc12)C(C)C. The HOMO-LUMO gap comes out at 8.178 eV.

=====

| no. | calculated total energy (Ha) |
| --- | --- |
| 1 | -5016.1063 |
| 2 | -1186.1312 |
| 3 | -1526.7212 |
| 4 | -1246.4959 |
| 5 | -2495.6508 |
| 6 | -275.0086 |
| 7 | -211.2534 |
| 8 | -1302.0695 |